Formula: C27H64F3N2O12PS8
Source: OMol25
Level of theory: ωB97M-V/def2-TZVPD

Element x y z (Å)
N (-0.38246, -4.58051, 0.56306)
P (-1.40072, -3.42429, 0.96426)
C (-0.53647, -1.77839, 1.28997)
N (-0.73376, -1.33055, 2.71448)
C (-1.29041, -0.00270, 2.79824)
O (-1.80307, 0.48323, 3.76282)
C (-1.01007, 0.63366, 1.35513)
C (-2.16617, 1.67519, 1.15648)
C (-1.74018, 3.16638, 1.29007)
O (-1.14564, 3.49096, 2.55518)
C (0.46267, 1.12576, 1.53238)
C (1.07533, 1.91387, 0.32199)
C (2.60957, 1.58836, 0.19247)
S (3.59705, 2.18928, 1.58691)
O (3.24529, 3.55244, 1.97287)
O (5.01529, 2.16176, 1.24398)
O (3.43932, 1.23206, 2.90398)
C (-1.30578, -0.65618, 0.52424)
C (-1.28667, -0.62859, -1.03462)
C (0.14673, -0.73147, -1.67281)
C (0.17446, -0.04492, -3.05278)
F (0.71372, -0.76460, -4.10126)
C (-0.29387, 1.20926, -3.35969)
F (-1.34381, 1.33430, -4.21296)
F (0.21898, 2.36245, -2.91097)
H (-0.42746, -5.35515, 1.22494)
H (-2.34764, -3.25440, -0.08875)
H (-2.14677, -3.78540, 2.13438)
H (0.54287, -1.90287, 1.07664)
H (-1.35693, -2.05172, 3.08785)
H (-3.03166, 1.50469, 1.83896)
H (-2.58323, 1.54479, 0.12620)
H (-1.12761, 3.50610, 0.41900)
H (-2.68113, 3.76989, 1.21889)
H (-1.67979, 4.16774, 2.99034)
H (0.52516, 1.70216, 2.48923)
H (1.11845, 0.22683, 1.69497)
H (1.02319, 2.99814, 0.58610)
H (0.52916, 1.70445, -0.61480)
H (3.03459, 2.08034, -0.71306)
H (2.74128, 0.48427, 0.12542)
H (2.49617, 1.07610, 3.10965)
H (-2.39458, -0.84267, 0.74706)
H (-1.88005, 0.22945, -1.43020)
H (-1.84771, -1.53560, -1.37211)
H (0.33676, -1.81408, -1.87677)
H (0.96184, -0.38723, -0.99618)
C (3.90775, -2.17118, -7.35851)
S (2.57213, -2.20976, -6.15445)
O (2.92268, -3.24333, -5.13607)
C (1.33977, -2.93099, -7.25199)
H (4.79945, -1.78542, -6.86582)
H (4.10566, -3.17750, -7.73009)
H (3.63677, -1.51198, -8.18451)
H (1.69568, -3.89071, -7.62909)
H (1.14721, -2.24786, -8.08007)
H (0.42137, -3.08065, -6.68514)
C (4.30937, -3.07084, -0.63186)
S (3.92093, -2.88910, 1.11652)
O (2.70128, -2.03504, 1.21141)
C (5.33201, -1.84735, 1.52573)
H (3.52177, -3.66262, -1.09729)
H (4.35571, -2.08896, -1.10606)
H (5.26349, -3.58823, -0.73981)
H (5.31569, -0.94093, 0.91783)
H (6.25476, -2.40211, 1.35121)
H (5.26539, -1.57799, 2.57915)
C (-6.49691, -5.93312, 1.96118)
S (-6.03574, -4.30437, 1.34621)
O (-4.73726, -4.45309, 0.62827)
C (-5.67813, -3.58390, 2.95826)
H (-6.72521, -6.56860, 1.10665)
H (-5.66921, -6.36497, 2.52509)
H (-7.38059, -5.84580, 2.59436)
H (-4.90226, -4.16302, 3.46074)
H (-6.58721, -3.57012, 3.56040)
H (-5.32902, -2.56271, 2.80861)
C (-2.07517, 7.64418, 2.27529)
S (-1.28093, 7.87323, 0.67468)
O (-1.74532, 6.77239, -0.21260)
C (0.38135, 7.45196, 1.22554)
H (-3.14336, 7.81984, 2.15482)
H (-1.91080, 6.62517, 2.62769)
H (-1.66831, 8.36074, 2.98971)
H (0.38965, 6.44426, 1.64489)
H (0.71085, 8.17442, 1.97335)
H (1.04778, 7.49293, 0.36493)
C (-3.44571, 4.12102, -3.43984)
S (-4.72957, 4.06132, -2.18032)
O (-4.36701, 2.97402, -1.22751)
C (-6.02801, 3.42580, -3.25529)
H (-2.52301, 4.45956, -2.96925)
H (-3.29563, 3.12779, -3.86459)
H (-3.73446, 4.82603, -4.22025)
H (-5.71719, 2.47530, -3.69134)
H (-6.23570, 4.15186, -4.04225)
H (-6.92525, 3.27492, -2.65621)
C (8.80961, -2.41795, -4.43321)
S (7.14206, -2.66876, -5.06676)
O (7.03937, -1.91953, -6.35214)
C (6.30477, -1.69216, -3.80699)
H (9.50778, -2.91916, -5.10216)
H (9.03838, -1.35200, -4.40056)
H (8.88842, -2.85182, -3.43571)
H (6.68935, -0.67104, -3.81254)
H (6.46181, -2.14948, -2.82916)
H (5.23837, -1.68274, -4.03498)
C (-3.75593, -1.05620, 8.51572)
S (-2.99263, -0.77454, 6.90727)
O (-3.42508, -1.88566, 6.01169)
C (-1.30762, -1.13145, 7.42982)
H (-4.83180, -0.92332, 8.41055)
H (-3.54622, -2.07165, 8.85476)
H (-3.36976, -0.33131, 9.23335)
H (-1.25129, -2.14211, 7.83694)
H (-0.99818, -0.40400, 8.18135)
H (-0.65720, -1.05211, 6.55928)

Calculated values
E_LUMO (eV): -0.2
Max |F| (hartree/bohr): 0.08577
Frontier orbital gap (eV): 7.8
E_HOMO (eV): -7.9646

=====

Formula: C27H64N4O7Rb
Source: OMol25
Level of theory: ωB97M-V/def2-TZVPD

Element x y z (Å)
Rb (-15.14496, -14.01161, 3.17233)
C (-14.41490, -14.93130, 7.48920)
C (-15.27187, -16.20262, 7.38995)
C (-14.76818, -17.09110, 6.26297)
C (-15.28832, -18.46882, 6.21035)
C (-15.11591, -19.14662, 7.58317)
C (-15.73429, -18.29386, 8.71629)
N (-15.18907, -16.88293, 8.70756)
O (-16.01237, -16.09167, 9.59886)
C (-17.27284, -18.48737, 8.58356)
C (-15.36682, -18.78464, 10.08659)
C (-16.71776, -15.79281, 6.96497)
H (-14.63550, -14.31386, 8.36011)
H (-14.56304, -14.24944, 6.65707)
H (-13.33190, -15.11425, 7.49095)
H (-14.92282, -16.58562, 5.31737)
H (-13.68810, -17.28373, 6.28068)
H (-14.72804, -19.11154, 5.52564)
H (-16.34426, -18.47355, 5.91266)
H (-14.06540, -19.31545, 7.85568)
H (-15.58538, -20.12847, 7.48625)
H (-17.61032, -18.47680, 7.54070)
H (-17.55786, -19.46358, 8.98750)
H (-17.83770, -17.72089, 9.11926)
H (-16.05406, -18.29363, 10.77894)
H (-15.53168, -19.86108, 10.16087)
H (-14.35867, -18.53140, 10.33233)
H (-17.49274, -16.41893, 7.41339)
H (-16.87734, -15.99017, 5.88564)
H (-17.03901, -14.77686, 7.16855)
H (-15.42053, -15.94349, 10.35170)
C (-17.31673, -11.38245, 1.19908)
O (-16.03963, -11.95220, 1.19538)
C (-15.17175, -11.47029, 0.21104)
C (-13.93832, -12.38418, 0.26361)
N (-13.21451, -12.22490, 1.50983)
C (-12.42416, -11.01020, 1.61331)
C (-11.48550, -10.74613, 0.43924)
O (-10.63368, -11.86652, 0.30008)
C (-9.61816, -11.52523, -0.75586)
H (-17.90385, -11.87191, 1.98223)
H (-17.84185, -11.49599, 0.24426)
H (-17.27390, -10.30165, 1.39501)
H (-14.93373, -10.39837, 0.37037)
H (-15.70541, -11.55293, -0.73782)
H (-13.28250, -12.25705, -0.61574)
H (-14.24088, -13.45025, 0.21568)
H (-12.60284, -13.03800, 1.63003)
H (-11.88527, -11.07027, 2.55829)
H (-13.13046, -10.18329, 1.76121)
H (-10.86310, -9.83976, 0.61689)
H (-11.99253, -10.51190, -0.50916)
H (-9.03744, -10.60575, -0.60016)
H (-10.10929, -11.47482, -1.73580)
H (-8.95943, -12.38721, -0.82471)
C (-18.89487, -14.29271, 4.16642)
O (-17.83135, -13.33762, 4.11414)
C (-18.03478, -12.30920, 5.06648)
C (-16.95240, -11.24751, 4.88698)
N (-15.61957, -11.84408, 5.19780)
C (-14.54414, -10.79033, 4.95552)
C (-13.23331, -11.40012, 5.32528)
O (-13.29386, -11.79792, 6.69358)
C (-12.03773, -12.33264, 7.11716)
H (-18.56533, -15.17325, 3.60183)
H (-19.78515, -13.84528, 3.67264)
H (-19.17144, -14.56619, 5.19674)
H (-17.89489, -12.73152, 6.07727)
H (-19.06986, -11.95682, 4.96788)
H (-17.17189, -10.35898, 5.48803)
H (-17.02391, -11.01631, 3.83005)
H (-15.62806, -12.08823, 6.18523)
H (-14.74576, -9.83022, 5.46857)
H (-14.53362, -10.64000, 3.87377)
H (-12.45254, -10.63582, 5.38683)
H (-12.86155, -12.20315, 4.67130)
H (-11.12379, -11.70452, 7.07950)
H (-11.81495, -13.24280, 6.55159)
H (-12.16973, -12.65282, 8.15786)
C (-11.04488, -14.57590, 4.02292)
O (-12.19437, -15.35731, 3.70418)
C (-11.88460, -16.54903, 3.03457)
C (-13.10808, -17.38335, 2.96366)
N (-14.09232, -16.73662, 1.99948)
C (-15.26849, -17.57027, 1.95514)
C (-16.22748, -17.06619, 0.94627)
O (-16.71366, -15.82301, 1.42693)
C (-17.74296, -15.33971, 0.63393)
H (-10.48380, -14.98077, 4.87403)
H (-11.33884, -13.54079, 4.24700)
H (-10.36962, -14.47380, 3.14772)
H (-11.12300, -17.11691, 3.62299)
H (-11.51396, -16.32534, 2.00936)
H (-13.49301, -17.45512, 3.99983)
H (-12.86930, -18.41938, 2.59880)
H (-13.69471, -16.68908, 1.07444)
H (-15.88237, -17.56412, 2.85334)
H (-15.07638, -18.62551, 1.71003)
H (-17.07061, -17.75401, 0.79851)
H (-15.70719, -16.89642, -0.01211)
H (-18.09189, -14.42101, 1.11129)
H (-18.59174, -16.02546, 0.56411)
H (-17.46393, -15.09031, -0.40382)

Calculated values
E_LUMO (eV): -1.9
Charge: +1
Max |F| (hartree/bohr): 0.05064
Frontier orbital gap (eV): 9.0
E_HOMO (eV): -10.8837